(1)
Entry from the Open Molecules 2025 dataset: 7 unconnected molecules or ions with the total composition C28H48F3N14O6 (ωB97M-V/def2-TZVPD).

Last column: Löwdin charge in e.
Element x y z (Å)
N  3.5192  -3.0143  0.5128  0.017
C  2.4561  -2.0126  0.8166  -0.161
C  2.4960  -0.8318  -0.1610  -0.144
N  2.9254  0.3637  0.3195  0.160
C  3.0065  1.4720  -0.3999  0.052
C  2.6679  1.4432  -1.7620  -0.056
C  2.7371  2.6293  -2.5834  -0.141
C  3.1659  4.0265  -2.1232  -0.103
C  4.4613  4.0828  -1.2594  -0.069
C  5.2377  5.3920  -1.4855  -0.605
F  4.5469  6.4047  -0.8904  0.111
F  6.4092  5.3032  -0.8169  0.134
F  5.4553  5.6737  -2.7721  0.154
C  2.3816  2.4886  -3.8994  -0.005
C  1.9548  1.2483  -4.4637  -0.015
C  1.8413  0.1097  -3.7057  -0.001
C  2.2078  0.2107  -2.3269  -0.073
C  2.1058  -0.9560  -1.4859  -0.107
C  1.5788  -2.2977  -1.9722  -0.104
C  0.0262  -2.3981  -1.6316  -0.137
C  -0.6419  -1.0447  -1.2688  -0.154
C  -2.1746  -1.1896  -1.1736  -0.237
C  -2.9689  -0.5698  -2.1471  -0.053
C  -4.3611  -0.6384  -2.0854  -0.079
C  -4.9790  -1.3453  -1.0494  -0.077
C  -4.1819  -1.9505  -0.0760  -0.079
C  -2.7863  -1.8910  -0.1305  -0.054
H  3.1037  -3.9451  0.5270  0.077
H  3.8024  -2.8970  -0.4585  0.064
H  2.7427  -1.5865  1.7979  0.107
H  1.4601  -2.4767  0.8545  0.121
H  3.1821  0.4009  1.3152  0.120
H  3.3396  2.3530  0.1435  0.134
H  3.3243  4.6203  -3.0385  0.116
H  2.3078  4.5040  -1.6145  0.141
H  4.1428  4.1349  -0.2030  0.117
H  5.1023  3.1965  -1.3601  0.140
H  2.4403  3.3466  -4.5758  0.128
H  1.7065  1.1673  -5.5270  0.125
H  1.5150  -0.8347  -4.1407  0.119
H  1.7347  -2.4592  -3.0479  0.108
H  2.0462  -3.1523  -1.4678  0.096
H  -0.1483  -3.0772  -0.7767  0.105
H  -0.5384  -2.8340  -2.4722  0.123
H  -0.3321  -0.6803  -0.2713  0.122
H  -0.4795  -0.2758  -2.0442  0.104
H  -2.4661  -0.0013  -2.9353  0.108
H  -4.9799  -0.1490  -2.8424  0.107
H  -6.0651  -1.4361  -0.9877  0.108
H  -4.6235  -2.5033  0.7620  0.094
H  -2.2106  -2.3755  0.6684  0.110
C  2.3532  9.4322  -3.1220  -0.667
O  1.7411  9.8827  -4.0766  0.022
N  1.8444  9.4443  -1.8576  0.157
N  3.5945  8.8785  -3.2390  0.160
H  2.3289  9.0810  -1.0591  0.092
H  0.9322  9.8452  -1.7347  0.108
H  4.0011  8.8531  -4.1558  0.104
H  4.1119  8.5030  -2.4664  0.079
C  1.4452  11.0226  -8.0094  -0.694
O  0.8362  11.4696  -8.9661  0.017
N  0.9451  11.0288  -6.7438  0.156
N  2.6945  10.4716  -8.1292  0.139
H  1.4359  10.6626  -5.9445  0.041
H  0.0325  11.4248  -6.6165  0.104
H  3.0986  10.4486  -9.0469  0.098
H  3.2129  10.0992  -7.3575  0.081
C  -3.7677  -4.7933  2.6844  -0.681
O  -3.8710  -3.5985  2.9312  0.004
N  -3.4055  -5.2606  1.4525  0.162
N  -4.0055  -5.7579  3.6110  0.160
H  -3.3197  -6.2353  1.2320  0.099
H  -3.2237  -4.5802  0.7370  0.073
H  -4.2788  -5.4531  4.5263  0.096
H  -3.9323  -6.7443  3.4252  0.066
C  -5.8539  -9.2680  3.8332  -0.686
O  -5.4335  -8.4437  3.0291  -0.005
N  -7.1736  -9.3728  4.1444  0.162
N  -5.0371  -10.1452  4.4806  0.160
H  -7.5399  -10.0383  4.7987  0.101
H  -7.8046  -8.7414  3.6853  0.108
H  -4.0565  -10.0960  4.2736  0.107
H  -5.3608  -10.8261  5.1432  0.101
C  2.5114  1.1883  3.9696  -0.650
O  3.3250  1.1122  3.0453  -0.015
N  1.7982  2.3141  4.2168  0.171
N  2.2714  0.1515  4.8085  0.173
H  1.1330  2.3989  4.9627  0.108
H  1.9553  3.1007  3.6136  0.109
H  2.7872  -0.6961  4.6529  0.111
H  1.6163  0.1896  5.5671  0.108
C  -4.2835  -8.5856  8.1207  -0.688
O  -4.6150  -9.7500  7.9852  0.019
N  -4.1934  -7.7218  7.0653  0.152
N  -3.9748  -8.0470  9.3360  0.149
H  -3.9231  -6.7608  7.1519  0.089
H  -4.4148  -8.0882  6.1559  0.074
H  -4.0308  -8.6542  10.1331  0.105
H  -3.7003  -7.0926  9.4693  0.092

Calculated values
Charge: +1
DFT total energy in eV: -71115.74887



(2)
Entry from the Open Molecules 2025 dataset: 6 unconnected molecules or ions with the total composition C28H48N2O7 (ωB97M-V/def2-TZVPD).

Last column: Löwdin charge in e.
Element x y z (Å)
C  4.1043  -3.9059  -2.6455  0.075
C  3.0509  -3.1278  -2.1552  -0.071
C  2.9448  -1.6332  -2.2418  -0.469
O  3.9153  -0.9802  -2.5430  0.115
O  1.7157  -1.0355  -1.9103  -0.072
C  0.7452  -1.1863  -2.9476  -0.188
C  -0.7133  -1.3225  -2.3515  -0.140
C  -1.1859  -2.7840  -2.6223  -0.222
C  -2.6696  -3.0715  -2.2475  -0.181
C  -3.1648  -4.4354  -2.8802  -0.186
C  -2.0577  -5.5145  -3.0443  -0.193
C  -1.4419  -6.0166  -1.7030  -0.272
C  -2.5632  -6.7698  -0.9193  -0.194
N  -3.4887  -7.0462  -0.3363  0.164
C  -0.2577  -7.0410  -1.9747  -0.109
C  0.9045  -6.8006  -1.0145  -0.202
N  1.7203  -6.4337  -0.3244  0.157
H  4.9241  -4.2842  -1.9940  0.082
H  4.1735  -4.2119  -3.7146  0.078
H  2.2380  -3.6667  -1.6109  0.105
H  0.7489  -0.3419  -3.6813  0.132
H  0.9400  -2.1026  -3.5634  0.119
H  -0.6150  -1.1763  -1.2489  0.124
H  -1.4008  -0.5517  -2.7651  0.108
H  -0.4979  -3.4687  -2.0808  0.104
H  -1.0760  -2.9912  -3.7128  0.116
H  -3.3652  -2.2816  -2.6200  0.115
H  -2.8198  -3.0941  -1.1401  0.113
H  -4.0438  -4.8227  -2.3174  0.110
H  -3.5360  -4.1850  -3.9040  0.113
H  -1.2529  -5.2313  -3.7612  0.111
H  -2.5513  -6.4036  -3.5154  0.127
H  -1.0219  -5.2268  -1.0613  0.091
H  -0.5860  -8.0973  -1.9351  0.120
H  0.1244  -6.8732  -3.0084  0.118
C  1.6388  4.1808  -1.1999  -0.033
C  1.8416  3.1801  -2.3064  -0.496
O  1.3314  3.3334  -3.4010  0.034
C  2.6987  1.9808  -2.0074  -0.023
H  1.0004  4.9894  -1.5575  0.085
H  1.1554  3.7041  -0.3524  0.054
H  2.5996  4.6003  -0.8968  0.089
H  2.2748  1.3951  -1.1912  0.086
H  3.7038  2.3149  -1.7421  0.093
H  2.7626  1.3465  -2.8889  0.068
C  -1.2072  -4.0020  3.1346  -0.018
C  -1.0017  -5.0372  2.0592  -0.470
O  -1.5282  -4.9246  0.9704  0.037
C  -0.1209  -6.2109  2.3948  -0.023
H  -1.8611  -3.2155  2.7589  0.083
H  -1.6750  -4.4603  4.0077  0.087
H  -0.2490  -3.5592  3.4123  0.087
H  -0.5437  -6.7622  3.2372  0.089
H  0.8844  -5.8646  2.6398  0.089
H  -0.0605  -6.8760  1.5373  0.052
C  -0.6575  5.5827  3.0949  -0.018
C  0.6819  5.0971  2.6011  -0.474
O  0.7842  4.4846  1.5577  0.043
C  1.8812  5.4045  3.4565  -0.031
H  -1.4315  5.2934  2.3841  0.079
H  -0.8825  5.1314  4.0628  0.084
H  -0.6497  6.6706  3.1823  0.085
H  1.7649  4.9473  4.4332  0.063
H  1.9981  6.4830  3.5598  0.084
H  2.7752  4.9980  2.9822  0.086
C  0.2319  7.3894  7.6079  -0.017
C  1.5741  6.9056  7.1213  -0.478
O  1.6848  6.2918  6.0808  0.043
C  2.7730  7.2160  7.9802  -0.019
H  -0.5379  7.0971  6.8942  0.079
H  0.0024  6.9396  8.5754  0.087
H  0.2366  8.4774  7.6930  0.087
H  2.6545  6.7586  8.9641  0.087
H  2.8888  8.2966  8.0816  0.087
H  3.6685  6.8101  7.5107  0.084
C  -2.0399  2.8537  -2.4018  -0.017
C  -3.0240  2.6743  -3.5270  -0.504
O  -3.7059  1.6752  -3.6179  0.053
C  -3.1259  3.7889  -4.5370  -0.023
H  -2.0711  1.9784  -1.7524  0.078
H  -1.0296  2.9550  -2.8040  0.064
H  -2.3015  3.7355  -1.8138  0.089
H  -2.1628  3.9327  -5.0300  0.088
H  -3.4350  4.7119  -4.0432  0.084
H  -3.8699  3.5277  -5.2893  0.080

Calculated values
Charge: 0
Relative energy (zero: lowest compared OMol25 entry of this formula, charge and spin) in kJ/mol: 400.73
DFT total energy in eV: -47121.72795
SMILES: C=CC(=O)OCCCCCC[C@@H](C#N)CC#N.CC(C)=O.CC(C)=O.CC(C)=O.CC(C)=O.CC(C)=O



What is the DFT total energy in the second record?
-47121.72795 eV



DFT total energy of number 1 (C28H48F3N14O6)?
-71115.74887 eV